Formula: C5H13NO
Source: the OMol25 dataset
Level of theory: wB97M-V/def2-TZVPD

The multiplicity is 1. As for the SMILES: C[C@@H]1CO1.CNC. The value obtained for the HOMO energy is -8.1899 eV. Its max |F| is 2.80 eV/A. The energy above the lowest of the compared OMol25 structures with the same formula, charge and spin comes out at 78.5 kcal/mol.

Last column: Mulliken charge in e.
Cartesian coordinates (Å):
C (1.580714, 2.256600, 0.674879)  -1.1964
C (0.220880, 1.877408, 1.228015)  0.4844
C (-0.104257, 0.459623, 1.389791)  -0.5125
O (-0.769388, 1.584125, 0.292920)  -0.5122
H (1.542636, 3.264264, 0.258230)  0.2992
H (1.868088, 1.572223, -0.125666)  0.2563
H (2.338204, 2.216025, 1.458921)  0.3182
H (-0.099023, 2.531928, 2.049757)  0.3510
H (0.655124, -0.288771, 1.211915)  0.1724
H (-0.894535, 0.144515, 2.057643)  0.3302
C (0.481248, -1.627513, -1.553674)  -1.0197
N (-0.498523, -0.997965, -0.691312)  -0.0486
C (-1.730833, -1.744817, -0.534715)  -1.0448
H (0.784258, -2.585779, -1.124179)  0.3053
H (0.102338, -1.821201, -2.568385)  0.3246
H (1.360118, -0.987405, -1.631261)  0.2855
H (-0.678038, -0.028239, -0.941354)  0.2669
H (-2.228750, -1.948812, -1.494271)  0.3394
H (-1.520568, -2.703739, -0.053286)  0.3200
H (-2.409693, -1.172467, 0.096031)  0.2811

Cartesian forces (eV/Å) of the 2 atoms listed first:
-0.3 -0.1 -0.1
0.4 0.4 1.3

Formula: C21H46F3HgN6O11S
Source: the OMol25 dataset
Level of theory: wB97M-V/def2-TZVPD

The multiplicity is 1. The value obtained for the HOMO energy is -3.6393 eV. The net charge is -1. Its max |F| is 4.65 eV/A.

Last column: Mulliken charge in e.
Cartesian coordinates (Å):
Hg (-21.159907, 1.534999, -21.160763)  0.8576
O (-20.817781, -0.666233, -22.231627)  -0.6822
C (-21.491594, -1.117256, -23.389602)  0.2369
C (-21.295495, -0.516758, -24.836186)  -0.2421
O (-20.313411, 0.451503, -25.118356)  -0.6646
H (-22.513367, -1.374807, -23.110766)  -0.1945
H (-21.076342, -2.114016, -23.538385)  0.4252
H (-22.265300, -0.095009, -25.100212)  -0.0306
H (-21.213619, -1.297096, -25.592791)  0.3431
C (-25.353065, 0.999746, -22.012291)  -0.0276
F (-25.946263, 1.521749, -21.008436)  -0.0861
F (-24.640407, -0.083273, -21.652912)  0.0196
F (-26.305749, 0.632585, -22.940172)  0.0495
S (-24.193210, 2.347503, -22.905398)  0.8978
O (-24.040344, 2.076381, -24.340888)  -0.5976
O (-24.948363, 3.615902, -22.641719)  -0.6438
O (-22.915018, 2.392865, -22.169773)  -0.6784
C (-24.810143, 4.725861, -26.043623)  0.2043
O (-23.771964, 5.041974, -26.714973)  -0.7161
N (-25.760175, 3.980928, -26.604075)  0.1929
C (-25.689616, 3.516351, -27.970329)  -1.1040
C (-26.836509, 3.481942, -25.872075)  0.1331
H (-24.999669, 4.977327, -24.988618)  0.3399
H (-26.176089, 4.380613, -28.422529)  0.4284
H (-26.394245, 2.687746, -28.041014)  0.4023
H (-24.706543, 3.299255, -28.388113)  0.2565
H (-27.085166, 2.434630, -26.043572)  -0.5729
H (-26.732464, 3.453181, -24.787438)  -0.0926
H (-27.750734, 4.003699, -26.155029)  0.3921
C (-23.128966, 0.268613, -18.944996)  -0.0567
O (-23.012786, 0.937880, -20.020535)  -0.5885
N (-23.577830, 0.689798, -17.728629)  0.2539
C (-23.604540, -0.222443, -16.611483)  -0.9925
C (-24.050019, 2.098031, -17.406898)  -0.9718
H (-22.731039, -0.757813, -18.927525)  0.5026
H (-23.219454, 0.295790, -15.733280)  0.3386
H (-23.046121, -1.148270, -16.749726)  0.3488
H (-24.623842, -0.583696, -16.475024)  0.3356
H (-23.987441, 2.374983, -16.354527)  0.3514
H (-23.419084, 2.838399, -17.898712)  0.3291
H (-25.081462, 2.332207, -17.670305)  0.2917
C (-24.443580, -2.866309, -20.327483)  0.3028
O (-24.059415, -3.080001, -19.161791)  -0.6652
N (-25.592215, -3.390344, -20.918112)  0.2017
C (-26.625375, -4.359831, -20.396428)  -1.0551
C (-25.925799, -2.855441, -22.295604)  -1.0760
H (-23.862965, -2.174025, -20.956645)  0.2567
H (-26.297303, -5.357868, -20.686947)  0.3548
H (-27.700003, -4.209957, -20.500350)  0.3157
H (-26.512750, -4.376924, -19.312394)  0.3812
H (-26.149942, -3.674882, -22.978518)  0.4510
H (-26.676316, -2.065764, -22.330826)  0.2735
H (-25.147527, -2.485479, -22.963081)  0.2189
C (-29.192128, 0.723358, -26.134177)  0.1824
O (-29.122191, 1.544258, -27.036829)  -0.5790
N (-28.312371, -0.299288, -25.973204)  0.1518
C (-28.524628, -1.356560, -25.117271)  -0.9020
C (-26.958914, -0.258729, -26.605451)  -1.0626
H (-30.000259, 0.740294, -25.386624)  0.3203
H (-29.597417, -1.539877, -25.057141)  0.5057
H (-28.310577, -1.257022, -24.053142)  0.1719
H (-27.950965, -2.243525, -25.386183)  0.3106
H (-26.195419, -0.064949, -25.852031)  0.4659
H (-26.812526, -1.125025, -27.250588)  0.3833
H (-26.871783, 0.680571, -27.151574)  0.1437
C (-30.462828, -0.420709, -22.280335)  -0.1760
O (-30.530284, -1.619158, -22.193373)  -0.5584
N (-29.680937, 0.500528, -21.489573)  0.3070
C (-29.573659, 1.920666, -21.764448)  -0.9847
C (-28.839777, -0.171399, -20.467051)  -0.9037
H (-31.235289, 0.141264, -22.827787)  0.4765
H (-28.645822, 2.178817, -22.274934)  0.2688
H (-29.549222, 2.510916, -20.848419)  0.3359
H (-30.365070, 2.358579, -22.372721)  0.3793
H (-27.965069, -0.625833, -20.932330)  0.0912
H (-28.604246, 0.517410, -19.655781)  0.3534
H (-29.293549, -1.056567, -20.021309)  0.3538
C (-28.774996, 6.489484, -19.770653)  0.1596
O (-29.724761, 7.045515, -20.279951)  -0.6225
N (-27.994776, 5.713888, -20.511481)  0.2046
C (-26.931985, 4.870720, -19.873616)  -0.7357
C (-27.841116, 5.815467, -22.027375)  -0.8928
H (-28.383540, 6.520777, -18.742073)  0.3065
H (-27.074476, 3.852239, -20.234842)  0.0121
H (-26.935499, 4.907241, -18.784235)  0.3506
H (-25.926800, 5.149211, -20.190083)  0.3106
H (-28.753342, 6.131766, -22.533236)  0.3386
H (-27.065903, 6.556797, -22.221220)  0.3868
H (-27.574878, 4.919250, -22.587762)  0.1985

Cartesian forces (eV/Å) of the 2 atoms listed first:
2.0 -1.5 -1.3
-0.7 0.2 -1.2

Formula: CHClNO2S
Source: the OMol25 dataset
Level of theory: wB97M-V/def2-TZVPD

The multiplicity is 1. The value obtained for the HOMO energy (alpha / beta) is -4.1305 / -4.0444 eV. The net charge is -1. Its max |F| is 3.77 eV/A. The energy above the lowest of the compared OMol25 structures with the same formula, charge and spin comes out at 88.8 kcal/mol.

Last column: Mulliken charge in e.
Cartesian coordinates (Å):
C (-0.840011, -0.114148, -0.014409)  0.7014
N (0.069939, 0.808267, -0.357245)  -0.4072
O (-0.359263, -1.149321, 0.706021)  -0.4402
O (-2.054879, -0.060411, -0.344842)  -0.7031
S (2.854067, -0.563258, 0.472689)  -0.2139
Cl (-0.396731, 2.144750, -1.278779)  -0.1937
H (0.726879, -1.065879, 0.816564)  0.2568

Cartesian forces (eV/Å) of the 2 atoms listed first:
-2.3 1.2 -1.7
2.0 -0.8 1.0